No. 1
# CH4NOPS

One molecule with the formula CH4NOPS (ωB97M-V/def2-TZVPD, OMol25).

Structure (XYZ):
```
9
CH4NOPS | OMol25 | ωB97M-V/def2-TZVPD
C -0.554 -1.448 0.023
N 0.371 0.867 -0.595
O -0.656 1.308 1.695
P -0.094 0.160 0.953
S 1.727 0.970 -1.483
H 0.248 -1.949 -0.551
H -1.644 -1.208 -0.467
H -0.535 1.295 -1.036
H 1.138 0.006 1.461
```

For the energy relative to the best compared isomer or geometry (same formula, charge and spin), the calculation gives 60.49 kcal/mol. The calculation puts the HOMO energy (spin up / spin down) at -8.98 / -8.66 eV. The HOMO-LUMO gap (spin up / spin down) is 7.864 / 7.272 eV. As for the spin multiplicity: 1. As for the LUMO energy (spin up / spin down): -1.11 / -1.39 eV.



No. 2
# CH4NOPS2

A 2-piece molecular cluster, CH4NOPS2 overall (ωB97M-V/def2-TZVPD, OMol25).

Structure (XYZ):
```
10
CH4NOPS2 | OMol25 | ωB97M-V/def2-TZVPD
C 2.482 -0.921 -1.102
N -1.181 0.429 1.451
O 3.497 -1.146 -0.601
P -0.249 -0.107 0.134
S -1.442 -1.464 -0.844
S -0.671 1.770 -0.746
H 1.828 -1.074 -1.906
H -0.868 1.258 1.888
H -1.395 -0.315 2.112
H -2.001 1.569 -0.386
```

For the energy relative to the best compared isomer or geometry (same formula, charge and spin), the calculation gives 76.66 kcal/mol. The calculation puts the HOMO energy (spin up / spin down) at -7.74 / -8.45 eV. The HOMO-LUMO gap (spin up / spin down) is 5.429 / 8.164 eV. As for the spin multiplicity: 1. As for the LUMO energy (spin up / spin down): -2.31 / -0.28 eV.



No. 3
# CH4NOS2

A 2-piece molecular cluster, CH4NOS2 overall (ωB97M-V/def2-TZVPD, OMol25).

Structure (XYZ):
```
9
CH4NOS2 | OMol25 | ωB97M-V/def2-TZVPD
C -1.359 -0.558 -0.147
N 1.306 0.261 0.139
O -0.507 -1.445 -0.194
S -1.457 1.194 -0.213
S -2.945 -0.286 -0.351
H 2.160 -0.218 0.328
H 1.494 1.130 -0.243
H 0.633 -0.579 -0.257
H 0.675 0.501 0.938
```

For the energy relative to the best compared isomer or geometry (same formula, charge and spin), the calculation gives 24.70 kcal/mol. The calculation puts the HOMO energy at -13.99 eV. The HOMO-LUMO gap is 8.563 eV. As for the spin multiplicity: 1. Its total charge is +1. As for the LUMO energy: -5.43 eV.



No. 4
# CH4NS

A 2-piece molecular cluster, CH4NS overall (ωB97M-V/def2-TZVPD, OMol25).

Structure (XYZ):
```
7
CH4NS | OMol25 | ωB97M-V/def2-TZVPD
S -1.301 0.335 1.699
H -2.053 0.998 2.602
C 1.012 -0.117 -0.841
N 0.166 -0.940 -1.283
H 2.051 -0.260 -1.159
H 0.861 0.716 -0.154
H -0.736 -0.731 -0.864
```

For the energy relative to the best compared isomer or geometry (same formula, charge and spin), the calculation gives 1.95 kcal/mol. The calculation puts the HOMO energy at -2.69 eV. The HOMO-LUMO gap is 7.170 eV. As for the spin multiplicity: 1. Its total charge is -1. As for the LUMO energy: 4.48 eV.



No. 5
# CH4O

One molecule with the formula CH4O (ωB97M-V/def2-TZVPD, OMol25).

Structure (XYZ):
```
6
CH4O | OMol25 | ωB97M-V/def2-TZVPD
C 0.171 -0.174 -0.159
O -0.584 -0.123 0.943
H 0.609 -1.173 -0.460
H 1.109 0.496 -0.252
H -0.317 0.225 -1.141
H -0.989 0.749 1.070
```

The expectation value of S² is 2.006. For the energy relative to the best compared isomer or geometry (same formula, charge and spin), the calculation gives 57.48 kcal/mol. The calculation puts the HOMO energy (spin up / spin down) at -3.98 / -14.13 eV. The HOMO-LUMO gap (spin up / spin down) is 4.684 / 9.253 eV. As for the spin multiplicity: 3. As for the LUMO energy (spin up / spin down): 0.70 / -4.88 eV.



No. 6
# CH4O2

A 2-piece molecular cluster, CH4O2 overall (ωB97M-V/def2-TZVPD, OMol25).

Structure (XYZ):
```
7
CH4O2 | OMol25 | ωB97M-V/def2-TZVPD
C 0.915 1.028 -0.248
O -1.392 -1.426 -0.009
O -1.207 -0.392 0.729
H 1.775 0.578 -0.603
H 0.699 1.339 0.817
H 0.004 1.060 -0.900
H -0.794 -2.187 0.215
```

For the energy relative to the best compared isomer or geometry (same formula, charge and spin), the calculation gives 130.55 kcal/mol. The calculation puts the HOMO energy (spin up / spin down) at -8.69 / -10.81 eV. The HOMO-LUMO gap (spin up / spin down) is 8.207 / 11.092 eV. As for the spin multiplicity: 1. As for the LUMO energy (spin up / spin down): -0.49 / 0.28 eV.